Record 1
Molecular formula: C36H36F40NO10S2
Method: DFT, ωB97M-V/def2-TZVPD

Summary:
charge: -1

```
125
Properties=species:S:1:pos:R:3:lowdin_charge:R:1
S -2.09496 -5.52482 1.28472 0.53
S 0.05679 -3.96454 2.03955 0.55
F -3.40585 8.00982 -4.42001 0.10
F 0.30349 6.48901 -1.53390 0.09
F -3.37347 5.68878 1.20921 0.09
F -1.11891 6.83700 2.44559 0.14
F -5.34925 8.95878 -4.56414 0.13
F 1.35772 3.22231 -2.36805 0.11
F 1.49137 7.60657 -3.48595 0.10
F -3.27657 4.04807 2.63310 0.10
F -1.37067 0.67600 2.43548 0.11
F -1.54920 2.59755 1.45689 0.08
F 1.86793 -8.02144 -3.29565 0.09
F 1.64689 5.16812 -0.46327 0.09
F -4.13547 11.19477 -7.44085 0.14
F 2.37067 -6.51414 -1.41101 0.15
F 0.66201 -8.22051 -5.08574 0.08
F -0.04641 9.02933 -4.07278 0.09
F 1.92867 -5.80324 -5.12669 0.12
F 3.40604 -6.34608 5.22700 0.11
F -0.74895 4.93906 1.48592 0.13
F 4.99528 -7.22658 6.41465 0.12
F 3.63812 -4.86640 -0.86600 0.14
F 2.21475 5.06160 -3.13415 0.13
F -1.81705 2.59415 4.32119 0.13
F -4.98179 6.97172 -6.39925 0.10
F -1.28047 7.00715 -5.59026 0.13
F 5.01465 -7.09110 -1.89803 0.09
F -0.22123 -5.64062 -4.86537 0.10
F -5.05045 8.88238 -7.42136 0.09
F 9.08782 -8.83601 4.87073 0.09
F 7.54724 -7.93824 6.11586 0.10
F -6.71725 12.06421 -7.75790 0.10
F 5.52131 -4.64986 5.64903 0.09
F 6.87303 -5.99810 4.61453 0.08
F -6.71388 10.44657 -6.30440 0.10
F 7.00602 -8.07649 3.25375 0.14
F -1.25996 6.64593 -3.46138 0.14
F 0.17143 1.73674 4.42699 0.11
F 7.08459 -10.22278 3.46305 0.14
F 4.02326 -6.77962 -3.80869 0.09
F -4.42463 13.12525 -6.52081 0.14
O -4.27221 11.37094 -5.20954 0.04
O 0.56311 -3.70551 0.68899 -0.36
O 3.96059 -3.82751 3.21045 -0.10
O 2.44675 -4.69265 -2.69991 0.04
O -2.23673 -6.94321 0.92403 -0.39
O 5.51539 -9.13595 4.54902 0.04
O -0.67093 -2.79418 2.55032 -0.37
O 0.11828 5.50683 -4.80339 0.05
O -2.09347 -4.73023 0.05428 -0.38
O -0.86940 5.06974 3.71895 0.04
N -0.72707 -5.41477 2.21726 -0.34
C -3.93580 -2.12912 1.77687 -0.03
C 7.81643 -8.99015 5.31836 -0.28
C -4.15905 8.83575 -5.19656 -0.44
C -3.35603 -4.10882 3.41976 -0.18
C -3.60475 -5.09601 2.22563 -0.23
C -3.82072 -2.65019 3.10285 -0.20
C 0.00999 3.94281 3.68977 -0.04
C -4.32503 8.14881 -6.55260 -0.30
C 0.02693 4.49064 -3.80317 -0.04
C 2.72154 -1.95089 2.21795 -0.04
C -4.13806 -1.81827 4.25179 -0.04
C 4.68322 -6.81617 5.15880 -0.43
C -0.46700 6.74144 -4.53866 -0.52
C 1.11042 -5.08000 -3.03153 -0.03
C 5.56947 -5.64946 4.72569 -0.30
C -6.29202 11.70785 -6.52110 -0.28
C 0.56416 7.86859 -4.42571 -0.27
C -2.91859 5.33066 2.43615 -0.28
C -0.77777 1.87716 2.30453 -0.30
C -4.40066 -0.78634 1.54093 -0.08
C -0.62979 2.54265 3.67442 -0.44
C 0.92848 -6.02350 -4.23675 -0.43
C 4.38900 -6.16384 -2.66629 -0.28
C 0.79198 -7.51642 -3.92790 -0.29
C -1.39949 5.51613 2.51221 -0.52
C 4.65687 -8.03931 4.22478 -0.03
C -3.45066 10.20295 -5.20471 -0.04
C -4.75429 0.03508 2.65722 -0.11
C 1.55639 -4.11190 3.12058 -0.18
C 1.06512 4.51924 -2.66679 -0.44
C -4.76658 11.82033 -6.43202 -0.53
C 0.63144 5.19213 -1.36461 -0.30
C -4.59772 -0.48703 3.98062 -0.11
C 2.79615 -3.50002 2.39640 -0.41
C 6.84382 -9.07450 4.13719 -0.53
C 3.18550 -5.57729 -1.91895 -0.53
H -3.35331 7.93440 -7.00608 0.17
H -0.99182 4.38570 -3.42677 0.15
H 1.74683 -5.21431 3.20220 0.10
H -4.04411 -6.03704 2.63890 0.10
H 3.37946 -1.67603 1.35215 0.09
H -0.09248 -7.71092 -3.31523 0.18
H 3.13436 -1.39288 3.10028 0.08
H -4.33402 -4.70786 1.47547 0.10
H -3.68136 -2.78430 0.91864 0.10
H 2.99478 -3.98941 1.40269 0.13
H -0.22263 4.67492 -0.91892 0.16
H -4.84381 0.15524 4.84896 0.09
H 0.77843 4.05113 2.92238 0.14
H 5.23910 -5.23455 3.76963 0.14
H -3.42321 5.94290 3.18579 0.17
H 0.56242 -5.42220 -2.15133 0.15
H 0.21614 3.56711 -4.35209 0.15
H -6.77357 12.35762 -5.78810 0.17
H 0.62613 -4.14321 -3.30941 0.15
H -2.31717 -4.13378 3.81592 0.09
H -4.01226 -4.44843 4.26390 0.11
H -2.66985 10.25656 -5.96517 0.15
H 3.86059 -3.23653 3.97593 0.09
H -4.03119 -2.20117 5.28043 0.10
H -5.13890 1.05891 2.50576 0.09
H 0.19778 1.71986 1.83379 0.18
H 7.77035 -9.89618 5.92538 0.17
H 3.65378 -8.45840 4.31644 0.15
H 4.74403 -7.75594 3.17484 0.15
H 1.37844 -3.73111 4.14802 0.11
H 1.70094 -1.58396 1.96094 0.07
H -2.91718 10.26350 -4.25487 0.15
H 0.55053 4.01054 4.63495 0.15
H -4.49333 -0.44727 0.49275 0.10
H 1.07857 8.02258 -5.37615 0.17
H 5.10767 -5.38224 -2.91931 0.17
```

Record 2
Molecular formula: C36H36F4N3P2Pt
Method: DFT, ωB97M-V/def2-TZVPD

Summary:
charge: +1

```
82
Properties=species:S:1:pos:R:3:lowdin_charge:R:1
Pt -0.04985 0.96756 0.13628 0.87
P 0.84937 -1.21777 -0.40768 0.91
P -1.72519 -0.58167 0.18585 0.75
F 0.08401 1.40715 2.82746 0.03
F 1.21637 0.88059 5.13931 0.10
F 5.42219 2.01411 3.37139 0.11
F 4.37496 2.43953 1.02352 0.09
N 1.47888 2.17326 0.59597 -0.17
N -0.71775 -1.88079 -0.21719 -0.33
N 0.02975 2.40366 -1.78554 -0.26
C 1.37452 -1.69062 2.27981 -0.10
C 1.50526 -2.14443 -1.81430 -0.36
C -3.24274 0.01931 3.89863 -0.06
C -3.99545 0.46099 -0.96811 -0.12
C 3.36140 1.43837 4.33723 0.08
C -2.71066 -2.32314 3.74081 -0.07
C 1.89266 -4.27721 -2.85343 -0.06
C 2.00624 1.28403 4.13668 -0.23
C 3.50596 -2.38734 3.14606 -0.06
C -2.78416 0.21148 2.60530 -0.10
C 3.19639 -2.15424 0.77368 -0.08
C 1.47785 2.68658 -1.77353 -0.21
C -4.94983 -1.97870 -1.88679 -0.06
C 2.15516 1.94750 1.78331 -0.17
C -5.68971 -0.82116 -2.08553 -0.06
C 1.43059 1.53320 2.91162 -0.17
C -3.73400 -1.91956 -1.22307 -0.08
C -0.27810 1.82364 -3.10988 -0.25
C 1.42407 -3.53792 -1.78164 -0.09
C 4.10098 1.85805 3.25262 -0.21
C 1.87279 -1.77282 0.98116 -0.35
C 3.53326 2.09826 2.01347 -0.13
C -0.79107 3.60396 -1.48192 -0.25
C -1.72640 1.47694 -3.35204 -0.06
C -2.28880 -0.86581 1.87530 -0.37
C -5.21699 0.39764 -1.61942 -0.06
C 2.55983 -2.25446 -3.97605 -0.06
C -3.20511 -1.24721 4.46523 -0.06
C 2.18475 -2.01002 3.35630 -0.07
C 2.01130 3.08367 -0.41731 -0.21
C 2.08145 -1.50745 -2.90695 -0.09
C -2.25171 -2.13514 2.44572 -0.10
C -0.72470 4.73153 -2.50278 -0.06
C 4.01141 -2.45516 1.85684 -0.06
C 2.45703 -3.63558 -3.95064 -0.06
C -3.24483 -0.69541 -0.77451 -0.36
H 0.07450 2.51866 -3.88283 0.12
H 1.73698 4.11590 -0.16757 0.13
H -1.81517 0.96982 -4.31330 0.09
H 0.29323 5.08571 -2.66585 0.08
H 1.02109 -4.04508 -0.91204 0.12
H -2.37151 2.35547 -3.38604 0.08
H 1.78658 -1.95093 4.36116 0.11
H -6.63969 -0.87052 -2.60059 0.11
H 1.73244 3.44654 -2.52079 0.13
H 3.59973 -2.21731 -0.22972 0.11
H -3.55662 -1.39519 5.47766 0.11
H 3.82305 1.23858 5.29258 0.14
H -3.62079 1.41550 -0.61429 0.10
H -3.61919 0.85885 4.46727 0.11
H -5.79652 1.29897 -1.76767 0.11
H 4.14184 -2.62516 3.98855 0.11
H 2.82622 -4.21947 -4.78315 0.11
H -1.14522 4.44297 -3.46620 0.07
H -1.01435 -2.71649 -0.70327 0.06
H 1.83063 -5.35683 -2.82853 0.11
H 3.01257 -1.75653 -4.82273 0.11
H -2.10141 0.80537 -2.58599 0.04
H -5.32403 -2.92990 -2.24065 0.11
H -1.84573 -2.97188 1.89027 0.10
H 0.33399 0.92548 -3.19809 0.09
H -2.67788 -3.30845 4.18651 0.11
H 3.09418 3.06199 -0.49333 0.11
H -0.47592 3.96108 -0.50087 0.10
H -1.81949 3.26013 -1.36898 0.10
H 5.03978 -2.74676 1.69049 0.11
H 1.96706 1.75792 -2.07781 0.10
H -3.18585 -2.83902 -1.05226 0.10
H -1.30402 5.57821 -2.13402 0.09
H 2.17303 -0.42914 -2.92261 0.08
H -2.79926 1.20571 2.17227 0.10
H 0.35441 -1.37160 2.46117 0.08
```

Record 3
Molecular formula: C36H36F6N6O6S2Ti
Method: DFT, ωB97M-V/def2-TZVPD

Summary:
charge: 0

```
93
Properties=species:S:1:pos:R:3:lowdin_charge:R:1
Ti -0.33025 0.54439 0.58093 1.26
S -0.48687 -1.43091 2.77335 0.65
S -2.49116 -3.33123 3.10687 0.61
F -3.92576 -2.66846 5.20105 0.15
F 0.43590 -3.07325 4.57235 0.13
F -2.16280 -3.83432 5.67043 0.15
F 1.92781 -1.71734 3.86106 0.16
F -3.87878 -4.78752 4.75971 0.14
F 1.30270 -3.40083 2.62298 0.16
O 1.28317 -0.20713 -0.29569 -0.15
O -1.58258 -4.38148 2.76637 -0.26
O 2.31628 -1.34173 1.31837 0.05
O -3.64916 -3.12069 2.29194 -0.27
O -0.52923 -1.50396 1.29829 -0.35
O -0.21078 -0.05739 3.13506 -0.28
N 0.94099 2.03273 1.46700 -0.03
N -2.09068 0.01467 -0.26818 -0.08
N -0.46067 -2.48892 -1.79890 0.09
N -1.76242 -1.95369 3.43942 -0.28
N -0.32823 1.42894 -1.36072 -0.02
N -1.54881 2.00336 1.37994 -0.07
C 4.24781 -2.29727 -0.46304 -0.01
C 2.37658 1.86492 1.71149 -0.18
C -3.52661 -0.81199 -3.59509 -0.06
C -3.37439 0.45245 1.78361 -0.15
C -3.23728 -0.41003 0.53614 -0.20
C -3.15107 -3.67105 4.79868 -0.69
C -1.46051 5.72344 1.67943 -0.07
C 0.39029 3.16718 1.84109 -0.24
C -0.92072 0.83599 -3.62793 -0.01
C 0.74502 5.50693 2.75412 -0.06
C 1.06371 4.18320 2.56438 0.00
C 0.02194 -5.10578 -2.60784 -0.08
C -0.80441 -4.84188 -1.52701 -0.05
C -3.00120 1.88413 1.45909 -0.20
C 5.15352 -2.26785 -2.68846 -0.08
C -0.34580 6.24435 2.29495 -0.10
C -1.65895 0.33842 -4.68765 -0.07
C 0.70542 2.26220 -2.00353 -0.20
C -3.23060 -0.65177 -2.25438 -0.01
C 2.22513 -0.99207 0.15669 -0.54
C 0.91988 -2.47442 3.48069 -0.67
C 3.23352 2.73512 0.79323 -0.16
C 5.20006 -2.72091 -1.37649 -0.07
C 0.59607 -4.04057 -3.28311 -0.06
C 0.32077 -2.75466 -2.84120 -0.14
C 3.24353 -1.41987 -0.85786 -0.12
C -1.04084 3.22450 1.56095 -0.22
C 3.19994 -0.96945 -2.17249 -0.04
C 4.15416 -1.38972 -3.08598 -0.07
C 2.90787 2.51285 -0.67987 -0.17
C -1.01521 -3.51988 -1.16447 -0.13
C -2.84221 -0.37625 -4.71385 -0.10
C -1.11993 0.79623 -2.22783 -0.21
C 1.60478 3.17330 -1.17657 -0.15
C -1.78750 4.39579 1.41636 0.00
C -2.18181 0.01296 -1.59465 -0.21
H 0.75099 -1.89696 -3.34690 0.10
H 1.24949 -4.19644 -4.13126 0.10
H 2.59528 2.06309 2.76517 0.12
H 3.12122 3.79380 1.04230 0.10
H 3.74027 2.86802 -1.29146 0.11
H -1.27086 -5.63812 -0.96298 0.11
H -1.64255 -3.27860 -0.31307 0.10
H 0.21720 -6.12467 -2.91746 0.10
H 2.00453 3.87953 3.00051 0.10
H -4.40902 0.39425 2.12416 0.13
H -1.22633 0.55313 -5.65977 0.11
H -2.78143 4.25135 1.01389 0.10
H 2.85098 1.44092 -0.85816 0.08
H -3.48393 2.19942 0.52307 0.13
H 5.89715 -2.59975 -3.40211 0.10
H 5.97931 -3.40542 -1.06697 0.10
H 4.11876 -1.03572 -4.10878 0.10
H -3.35763 2.54802 2.25130 0.13
H 1.03981 3.64605 -0.37907 0.09
H -3.24426 -0.63992 -5.68329 0.10
H 2.62315 0.82021 1.57249 0.09
H -0.03393 1.35283 -3.95448 0.08
H -2.76164 0.10575 2.61325 0.08
H -4.41791 -1.40060 -3.78574 0.11
H 1.36576 1.61964 -2.59935 0.11
H -3.18967 -1.47245 0.78000 0.09
H -3.89703 -1.19723 -1.60430 0.10
H 0.17128 2.89804 -2.71674 0.12
H -2.22650 6.43780 1.39727 0.11
H 1.87276 3.99514 -1.84618 0.11
H 2.41159 -0.29171 -2.46894 0.09
H 4.28003 2.48217 0.98192 0.12
H -0.32550 7.31208 2.47069 0.10
H -4.14405 -0.23933 -0.04579 0.11
H 1.48139 6.06866 3.31942 0.11
H 4.26163 -2.63676 0.56411 0.12
```

What energy relative to the best compared isomer or geometry (same formula, charge and spin) values result from the calculations? In sequence: 171.6, 183.8, 103.7 kJ/mol.
What frontier orbital gap values result from the calculations? In sequence: 7.68, 6.24, 6.66 eV.
What maximum force values result from the calculations? In sequence: 0.0614, 0.0385, 0.0228 hartree/bohr.